{
  "formula": "C30H46BiO2P2",
  "method": "ωB97M-V/def2-TZVPD",
  "largest_force_ha_per_bohr": 0.099,
  "homo_lumo_gap_ev": [4.77, 4.77],
  "homo_energy_ha": [-0.3364, -0.3364],
  "total_charge": 1,
  "elements": ["Bi", "C", "C", "C", "C", "C", "C", "H", "H", "H", "C", "H", "H", "H", "C", "H", "H", "H", "C", "H", "H", "H", "C", "H", "H", "H", "C", "C", "C", "C", "C", "C", "C", "C", "H", "H", "H", "H", "H", "H", "H", "H", "H", "H", "H", "H", "P", "C", "C", "P", "C", "C", "C", "H", "H", "H", "H", "H", "H", "H", "H", "H", "H", "H", "H", "H", "H", "O", "C", "O", "C", "C", "C", "C", "C", "C", "H", "H", "H", "H", "H"],
  "positions_angstrom": [[-0.2711, 0.9166, -0.0412], [-0.8870, -2.0842, 1.1236], [0.4197, -2.3730, 0.6361], [0.6240, -0.8344, 2.3518], [-0.7702, -1.1353, 2.1867], [1.3511, -1.6222, 1.4063], [-2.1418, -2.7539, 0.7003], [-2.0602, -3.1563, -0.3227], [-3.0045, -2.0674, 0.7447], [-2.3771, -3.6067, 1.3656], [-1.8499, -0.6945, 3.1106], [-2.8107, -1.1691, 2.8712], [-1.9820, 0.3971, 3.0840], [-1.5930, -0.9580, 4.1504], [1.1988, -0.0314, 3.4640], [1.1784, -0.5983, 4.4122], [0.6131, 0.8831, 3.6372], [2.2424, 0.2541, 3.2686], [2.8274, -1.7209, 1.3194], [3.2276, -2.4184, 2.0780], [3.3088, -0.7468, 1.5047], [3.1482, -2.0979, 0.3354], [0.7723, -3.4699, -0.3001], [1.0103, -4.4075, 0.2306], [1.6509, -3.2008, -0.8934], [-0.0574, -3.6844, -0.9789], [-1.7287, 1.4527, -6.3864], [-1.8502, 0.1195, -6.5044], [-1.0619, -0.7647, -7.4202], [0.3620, -0.2985, -7.7854], [1.1906, 0.1668, -6.6231], [1.2879, 1.4243, -6.1682], [0.5255, 2.6094, -6.6761], [-0.8756, 2.3315, -7.2498], [-1.6169, -0.9202, -8.3598], [0.3308, 0.4298, -8.6063], [-0.9832, -1.7590, -6.9522], [-0.8045, 1.9687, -8.2827], [-2.3943, 2.0105, -5.7176], [-2.6917, -0.3901, -6.0167], [-1.3860, 3.3064, -7.3026], [0.4216, 3.3288, -5.8480], [2.0673, 1.6865, -5.4388], [1.1124, 3.1250, -7.4533], [0.8726, -1.1877, -8.1892], [1.8551, -0.6163, -6.2338], [-1.4293, 0.7556, -2.4089], [-2.9570, 1.7003, -2.6452], [-1.4890, -0.8196, -3.3147], [1.4315, 1.3678, -2.0976], [-0.0171, 1.6204, -3.2363], [2.3365, 0.0485, -2.9612], [2.4675, 2.8567, -2.0113], [-3.0221, 2.4665, -1.8546], [-3.7844, 0.9898, -2.5087], [-3.0124, 2.1759, -3.6380], [-1.5425, -0.6603, -4.3926], [-2.3858, -1.3501, -2.9880], [-0.6193, -1.4452, -3.0870], [2.5918, 3.3096, -3.0068], [3.4387, 2.5346, -1.6043], [2.0237, 3.5825, -1.3094], [-0.2255, 2.6822, -3.4080], [0.1726, 1.1265, -4.2069], [3.2903, -0.0740, -2.4440], [2.5101, 0.2772, -4.0154], [1.7875, -0.8956, -2.8856], [0.4635, 3.6134, 1.1640], [-0.6443, 3.3088, 1.6481], [-1.5421, 2.5495, 1.0098], [-0.9668, 3.5286, 3.1053], [0.1205, 3.8391, 3.9393], [0.0594, 3.5817, 5.3066], [-1.1171, 3.0621, 5.8606], [-2.2463, 2.8599, 5.0542], [-2.1814, 3.0907, 3.6804], [1.0492, 4.1815, 3.4839], [0.9724, 3.6930, 5.9015], [-1.1221, 2.7487, 6.9052], [-3.1519, 2.4384, 5.4913], [-3.0284, 2.8664, 3.0358]],
  "forces_ev_per_angstrom": [[-0.322, -2.314, 4.549], [0.227, 1.119, -0.391], [0.430, 0.808, 0.472], [-0.853, -0.586, -0.618], [1.162, 0.449, -0.326], [-1.058, 0.336, -0.220], [-0.568, -0.354, -0.076], [-0.112, 0.135, 0.346], [0.278, -0.306, -0.053], [0.050, 0.262, -0.264], [-0.248, 0.230, 0.335], [0.212, 0.166, 0.074], [-0.096, -0.225, 0.101], [-0.152, 0.070, -0.263], [0.069, 0.272, 0.451], [0.077, 0.172, -0.259], [0.205, -0.120, 0.033], [-0.295, -0.030, 0.095], [0.668, -0.057, 0.038], [-0.089, 0.208, -0.273], [-0.061, -0.327, -0.115], [-0.003, 0.160, 0.304], [0.086, -0.257, -0.267], [-0.063, 0.256, -0.155], [-0.046, -0.172, -0.069], [0.134, -0.074, -0.058], [-0.599, -0.671, -0.222], [-0.582, 0.838, -0.275], [0.182, -0.289, -0.141], [-0.074, -0.496, -0.355], [0.596, 0.394, 0.101], [0.513, -0.479, -0.485], [-0.098, 0.339, -0.037], [0.148, 0.571, -0.041], [0.032, -0.027, 0.274], [0.125, -0.174, 0.384], [-0.084, 0.210, -0.105], [-0.139, 0.035, 0.412], [0.098, -0.407, -0.115], [0.376, 0.290, 0.109], [0.161, -0.279, -0.152], [0.070, -0.099, -0.187], [-0.328, -0.291, -0.180], [-0.033, -0.067, 0.271], [-0.156, 0.346, -0.040], [-0.199, 0.435, 0.172], [0.028, 0.634, -1.526], [-0.220, 0.051, -0.082], [-0.316, -0.291, 0.497], [0.110, 0.385, -1.270], [0.019, -0.030, -0.145], [0.326, -0.121, 0.364], [0.049, 0.109, -0.179], [0.030, -0.262, -0.322], [0.071, 0.307, -0.090], [-0.022, -0.285, 0.404], [0.084, 0.226, 0.224], [0.075, -0.130, -0.014], [-0.101, 0.166, 0.120], [0.108, -0.105, 0.354], [-0.243, 0.210, -0.181], [0.101, -0.300, -0.278], [-0.027, -0.126, 0.089], [-0.104, 0.401, 0.304], [0.012, -0.141, -0.107], [-0.041, 0.065, 0.199], [0.043, 0.142, 0.034], [-1.407, -0.707, -0.010], [0.143, -0.460, -0.183], [1.266, 0.359, -0.536], [0.062, -0.184, 0.381], [-0.128, -0.213, -0.145], [-0.145, -0.137, -0.055], [0.215, -0.051, -0.301], [0.231, 0.053, 0.001], [0.626, 0.047, -0.109], [-0.240, -0.139, 0.093], [-0.512, 0.088, -0.101], [-0.126, 0.229, -0.244], [0.199, 0.213, -0.121], [0.192, -0.006, 0.154]]
}

***

{
  "formula": "C20H41BrCaCl2FKMgN6O7P2",
  "method": "ωB97M-V/def2-TZVPD",
  "largest_force_ha_per_bohr": 0.100,
  "homo_lumo_gap_ev": 1.61,
  "homo_energy_ha": -0.1804,
  "elements": ["C", "C", "C", "C", "C", "N", "C", "C", "P", "P", "O", "O", "O", "C", "C", "C", "C", "C", "C", "C", "C", "C", "N", "N", "N", "N", "H", "H", "H", "H", "H", "H", "H", "H", "H", "H", "H", "H", "H", "H", "H", "H", "H", "H", "H", "H", "H", "H", "H", "H", "H", "H", "H", "H", "H", "H", "H", "H", "H", "H", "Cl", "Cl", "Ca", "C", "C", "O", "N", "C", "H", "H", "H", "H", "H", "H", "H", "F", "K", "C", "O", "O", "O", "Mg", "Br"],
  "positions_angstrom": [[6.4180, -1.3762, -0.9388], [5.5646, -0.3443, -0.1545], [4.0641, -0.6829, -0.1679], [3.2600, 0.2276, -1.1408], [3.8104, -0.0234, -2.5578], [1.7995, -0.1206, -1.0544], [0.9205, 0.8208, -1.1998], [-0.4423, 0.5149, -1.0706], [-1.7024, 1.8146, -1.2763], [-1.1693, 3.3006, 0.2339], [-0.7241, 2.6608, 1.4861], [-0.1408, 4.3560, -0.3363], [-2.5169, 4.0973, 0.5190], [-0.8182, -0.7912, -0.7777], [-2.2348, -1.1978, -0.5659], [-2.7550, -0.5356, 0.7703], [-4.1356, 0.1298, 0.6613], [-4.6671, 0.3354, 2.0983], [-5.1589, -0.7135, -0.1206], [0.2646, -1.7359, -0.6769], [-0.0154, -3.2058, -0.4107], [-0.4183, -3.7539, -1.8255], [-1.7839, -4.2697, -1.8713], [0.4311, -4.8966, -2.2024], [-0.3040, -2.6505, -2.7595], [1.5316, -1.3884, -0.8281], [7.1739, -0.8493, -1.5261], [5.8320, -1.9741, -1.6372], [6.9763, -2.0293, -0.2654], [5.9182, -0.3936, 0.8726], [5.7767, 0.6659, -0.5067], [3.9958, -1.7212, -0.5097], [3.6217, -0.5530, 0.8661], [3.3887, 1.2711, -0.8521], [3.8599, -1.1077, -2.6866], [3.1999, 0.4325, -3.3410], [4.8412, 0.3275, -2.6251], [1.1902, 1.8482, -1.4112], [-1.4746, 2.3672, -2.5526], [-0.5821, 5.2284, -0.5348], [-3.1395, 4.0652, -0.2833], [-2.8402, -0.8895, -1.4199], [-2.3179, -2.2686, -0.3987], [-2.7161, -1.3205, 1.5358], [-2.0391, 0.2401, 1.0810], [-4.0248, 1.1041, 0.1840], [-3.8277, 0.6853, 2.7091], [-5.4465, 1.0993, 2.0819], [-5.0264, -0.6103, 2.5090], [-6.1372, -0.2405, -0.0068], [-5.1473, -1.7266, 0.2898], [-4.9387, -0.7303, -1.1914], [-0.8076, -3.3896, 0.3645], [0.9187, -3.6974, -0.0836], [-2.0976, -4.5470, -0.9410], [-2.3724, -3.4843, -2.1303], [-0.0876, -5.4010, -2.9129], [1.2975, -4.5780, -2.6237], [-0.9268, -2.7477, -3.5520], [0.6469, -2.4892, -3.0805], [-3.0646, 4.5639, -2.1502], [4.3703, -0.0917, 2.8680], [2.0458, -1.6106, 1.7524], [-1.6284, 0.8096, 5.2672], [-0.2001, 0.9871, 4.8353], [0.6068, 0.0387, 4.8560], [0.1801, 2.1987, 4.4137], [-0.6229, 3.4105, 4.3083], [-1.7807, -0.2213, 5.5737], [-1.8526, 1.4609, 6.1120], [-2.3023, 1.0300, 4.4391], [1.1472, 2.2475, 4.1341], [-0.6248, 3.7406, 3.2693], [-0.1739, 4.1874, 4.9281], [-1.6435, 3.2406, 4.6298], [-2.3476, -3.5306, 1.1277], [3.9159, -0.4277, 5.1180], [1.3321, 0.2066, -4.9364], [1.7693, -0.9552, -4.7470], [0.0843, 0.5028, -4.9588], [2.0859, 1.2354, -5.0669], [-2.1441, 6.1893, -3.8620], [-0.9174, 7.6301, -1.1660]],
  "forces_ev_per_angstrom": [[0.202, 0.550, -0.162], [0.319, -0.646, 0.302], [-0.616, 0.643, -0.240], [1.230, -1.222, -0.434], [-0.285, -0.160, 0.460], [2.371, 1.432, -0.423], [-1.927, 0.193, -0.256], [0.224, 0.094, 0.051], [-1.397, -0.158, -0.230], [-0.554, 0.818, 0.326], [0.674, -0.808, -0.191], [-0.378, 0.360, -0.059], [-0.521, -0.793, -0.716], [0.274, 0.285, -0.484], [0.059, 0.364, 0.844], [0.339, 0.161, -0.596], [-0.349, -0.678, 0.559], [0.610, 0.290, -0.639], [0.482, 0.520, 0.141], [-0.973, -0.602, 0.387], [0.937, 0.748, 0.081], [-0.127, -1.377, -0.683], [0.180, 0.700, 0.010], [0.054, 0.084, 0.518], [-0.394, 0.244, 0.198], [-0.295, -0.844, 1.633], [-0.071, -0.100, -0.038], [0.045, -0.003, 0.066], [-0.237, -0.108, -0.022], [-0.103, 0.252, 0.034], [-0.288, -0.006, -0.008], [-0.351, 0.058, 0.168], [0.989, 0.155, -1.237], [-0.349, -0.021, 0.075], [-0.277, 0.091, -0.377], [0.103, -0.039, -0.091], [-0.130, 0.246, 0.059], [0.582, -0.176, -0.056], [0.732, -0.093, 0.276], [0.478, -0.097, -0.092], [0.966, 0.493, 1.226], [0.161, 0.145, 0.008], [-0.065, -0.024, -0.042], [-0.272, -0.048, -0.223], [-0.140, 0.018, 0.063], [-0.010, -0.030, -0.018], [-0.251, 0.099, 0.162], [-0.086, -0.173, 0.270], [-0.087, 0.106, 0.016], [-0.072, -0.277, 0.013], [-0.239, -0.001, -0.172], [-0.022, -0.153, 0.090], [-0.280, 0.154, -0.265], [0.049, 0.004, -0.219], [0.035, 0.039, 0.053], [-0.220, -0.193, 0.062], [0.052, -0.050, 0.044], [0.008, 0.025, 0.054], [0.223, -0.016, -0.157], [-0.137, 0.162, -0.411], [-0.134, 0.741, -1.941], [-0.102, 0.068, -3.797], [-0.273, 0.338, -0.561], [0.060, -0.246, 0.066], [-0.069, 0.501, -0.292], [0.718, -0.484, -0.308], [-0.205, -0.399, 0.380], [0.400, 0.329, -0.125], [0.059, -0.011, -0.027], [-0.091, 0.072, -0.088], [-0.020, 0.106, 0.068], [-0.047, 0.118, -0.167], [-0.124, -0.090, 0.172], [-0.108, 0.003, 0.105], [0.009, -0.093, 0.005], [0.523, -0.065, -0.068], [-1.103, -0.400, 5.008], [-0.453, 1.152, 0.041], [0.024, -0.514, 0.314], [-0.351, -0.471, 0.270], [0.539, -0.275, 0.212], [0.212, -0.344, 2.073], [-0.334, -0.673, -1.044]]
}

***

{
  "formula": "C21H29FN4O",
  "method": "ωB97M-V/def2-TZVPD",
  "largest_force_ha_per_bohr": 0.017,
  "smiles": "OCC[C@@H]1CN(Cc2cc(F)ccc2-n2cccn2)CCN1C1CCCC1",
  "homo_lumo_gap_ev": 8.64,
  "homo_energy_ha": -0.2882,
  "de_lowest_kcal_mol": 40.4,
  "elements": ["O", "H", "C", "C", "H", "H", "C", "N", "C", "C", "N", "C", "H", "H", "C", "C", "C", "C", "C", "C", "C", "N", "C", "C", "C", "N", "H", "H", "H", "H", "H", "F", "H", "H", "H", "H", "H", "H", "H", "C", "C", "C", "H", "C", "H", "H", "C", "H", "H", "H", "H", "H", "H", "H", "H", "H"],
  "positions_angstrom": [[-4.2963, -1.9780, -1.7786], [-4.0934, -1.9861, -2.7209], [-3.2319, -2.5920, -1.0854], [-1.8935, -1.8961, -1.3238], [-1.7004, -1.8439, -2.3987], [-1.0974, -2.4822, -0.8693], [-1.8744, -0.4674, -0.7465], [-2.1433, -0.5017, 0.6768], [-0.9953, -0.9058, 1.4533], [0.2887, -0.1583, 1.0820], [0.5498, -0.3598, -0.3313], [-0.5346, 0.2056, -1.1085], [-0.3273, 0.0340, -2.1681], [-0.6052, 1.2980, -0.9576], [1.8448, 0.1655, -0.7222], [2.9602, -0.7265, -0.2525], [2.6999, -2.0736, -0.0397], [3.7000, -2.9126, 0.4067], [4.9833, -2.4552, 0.6461], [5.2538, -1.1210, 0.4179], [4.2573, -0.2529, -0.0247], [4.5917, 1.0922, -0.2390], [5.4746, 1.8291, 0.4800], [5.5246, 3.0723, -0.0976], [4.6338, 2.9917, -1.1796], [4.0799, 1.8008, -1.2483], [4.3801, 3.7467, -1.8967], [6.1095, 3.9148, 0.2084], [5.9668, 1.4387, 1.3472], [6.2549, -0.7480, 0.5698], [5.7477, -3.1332, 0.9895], [3.4191, -4.2162, 0.6122], [1.7061, -2.4504, -0.2172], [2.0002, 1.1926, -0.3523], [1.8881, 0.2151, -1.8144], [1.1259, -0.5600, 1.6577], [0.1876, 0.9162, 1.3237], [-1.2085, -0.7665, 2.5144], [-0.8230, -1.9749, 1.2836], [-3.0371, 0.4806, 1.2533], [-4.4969, 0.2606, 0.7930], [-5.0871, 1.6557, 0.6020], [-5.9261, 1.6580, -0.0923], [-3.9022, 2.4729, 0.0983], [-4.0620, 3.5473, 0.1880], [-3.7128, 2.2426, -0.9517], [-2.7483, 1.9821, 0.9693], [-1.7812, 2.1313, 0.4955], [-2.7428, 2.5323, 1.9118], [-5.4292, 2.0575, 1.5578], [-5.0557, -0.3256, 1.5205], [-4.5129, -0.2829, -0.1491], [-2.9831, 0.3177, 2.3339], [-2.6766, 0.0984, -1.2270], [-3.1558, -3.6510, -1.3717], [-3.4941, -2.5287, -0.0280]],
  "forces_ev_per_angstrom": [[-0.326, 0.273, -0.369], [-0.043, -0.019, 0.071], [0.546, -0.288, 0.032], [-0.564, 0.165, 0.228], [0.084, -0.075, -0.069], [0.118, -0.080, -0.036], [0.143, -0.117, -0.361], [0.084, -0.152, 0.167], [0.292, 0.093, 0.048], [-0.212, -0.228, 0.209], [0.051, 0.018, -0.054], [-0.254, 0.114, -0.046], [-0.016, 0.040, 0.003], [0.028, -0.063, -0.032], [-0.301, 0.130, -0.037], [0.333, 0.098, 0.087], [0.248, -0.206, 0.060], [0.081, 0.186, -0.038], [-0.219, -0.170, 0.030], [-0.143, 0.169, -0.094], [-0.204, -0.871, 0.031], [0.391, 0.649, 0.294], [0.010, 0.301, 0.009], [0.071, -0.141, 0.069], [0.116, -0.055, 0.221], [-0.356, -0.202, -0.734], [-0.083, 0.126, -0.163], [0.130, 0.130, 0.108], [0.065, -0.113, 0.153], [0.093, 0.034, -0.022], [0.069, -0.080, 0.032], [0.022, 0.085, -0.015], [-0.119, -0.056, 0.010], [-0.084, -0.156, -0.090], [-0.034, 0.120, 0.074], [-0.015, 0.037, 0.032], [0.052, -0.027, -0.025], [-0.041, -0.045, -0.027], [0.126, -0.002, 0.114], [-0.131, 0.061, 0.102], [-0.022, 0.174, 0.149], [-0.022, -0.067, -0.108], [-0.096, 0.031, 0.038], [-0.044, 0.128, 0.149], [0.007, 0.037, -0.105], [0.003, 0.008, -0.083], [0.036, 0.019, -0.076], [0.059, 0.022, 0.097], [0.025, 0.050, 0.024], [-0.059, 0.054, 0.032], [-0.008, -0.125, -0.007], [0.013, -0.040, -0.061], [0.002, 0.009, -0.090], [0.038, -0.008, -0.005], [-0.005, 0.094, 0.114], [0.067, -0.068, -0.044]]
}

***

{
  "formula": "CH3PS",
  "method": "ωB97M-V/def2-TZVPD",
  "largest_force_ha_per_bohr": 0.065,
  "smiles": "C1PS1",
  "homo_lumo_gap_ev": 9.54,
  "homo_energy_ha": -0.3290,
  "de_lowest_kcal_mol": 15.9,
  "elements": ["C", "P", "S", "H", "H", "H"],
  "positions_angstrom": [[-0.2900, 0.3155, -0.4127], [0.4615, -1.3217, -0.0231], [1.4263, 0.5107, 0.2267], [-0.2515, 0.9521, -1.3745], [-0.8887, 0.8650, 0.2809], [-0.4576, -1.3215, 1.3027]],
  "forces_ev_per_angstrom": [[1.397, 2.473, -1.774], [-2.139, 0.644, 1.643], [0.447, -0.356, 0.477], [-0.464, -2.038, 0.968], [-0.887, -0.457, 0.475], [1.646, -0.265, -1.790]]
}